# 1
A molecular structure, CH2O4S2, computed with ωB97M-V/def2-TZVPD.

Last column: Löwdin charge in e.
Atoms and positions in Å:
C (-2.082, 0.945, 1.182)  -0.554
O (-3.576, -1.034, 0.751)  -0.588
O (0.421, 2.113, 0.692)  -0.552
O (-2.543, -0.199, -1.246)  -0.482
O (-1.363, 2.336, -0.996)  -0.524
S (-2.374, -0.336, 0.180)  0.251
S (-0.836, 1.515, 0.160)  0.392
H (-1.374, -1.743, 0.416)  0.024
H (-0.198, 0.309, -0.522)  0.034

charge	-2
LUMO energy	6.603	eV

---

# 2
A molecular structure, C18H37Br3O31S8, computed with ωB97M-V/def2-TZVPD.

Last column: Löwdin charge in e.
Atoms and positions in Å:
O (-0.732, -1.410, -0.479)  -0.244
S (-0.687, -0.266, 0.345)  0.524
O (-1.331, -0.282, 1.598)  -0.256
O (0.824, 0.165, 0.502)  -0.270
C (1.489, 0.243, 1.841)  -0.188
C (2.988, 0.259, 1.578)  -0.056
C (-1.322, 1.073, -0.605)  -0.108
H (1.270, -0.649, 2.455)  0.106
H (1.112, 1.107, 2.400)  0.127
H (3.237, -0.506, 0.848)  0.068
H (3.508, 0.096, 2.519)  0.086
H (3.219, 1.260, 1.212)  0.084
H (-1.924, 0.654, -1.413)  0.069
H (-0.556, 1.650, -1.116)  0.048
H (-1.975, 1.639, 0.042)  0.031
C (-5.351, 2.137, -2.682)  -1.578
Br (-4.514, 2.727, -1.037)  0.636
Br (-6.134, 0.409, -2.525)  0.661
Br (-3.946, 2.123, -4.016)  0.567
H (-6.042, 2.886, -3.012)  -0.027
C (2.860, -3.422, 2.136)  -0.149
C (1.654, -3.387, 1.166)  -0.207
O (2.139, -2.993, -0.080)  -0.181
S (3.533, -3.766, -0.181)  0.554
O (4.354, -3.118, -1.090)  -0.173
O (3.262, -5.135, -0.282)  -0.182
O (3.991, -3.429, 1.293)  -0.174
H (2.875, -4.363, 2.674)  0.132
H (2.917, -2.589, 2.829)  0.119
H (0.717, -2.924, 1.451)  0.117
H (1.342, -4.441, 1.066)  0.127
C (3.290, 0.042, -2.919)  -0.134
C (1.870, -0.266, -2.347)  -0.074
O (1.015, -0.474, -3.556)  -0.214
S (1.901, -0.736, -4.820)  0.491
O (1.368, -0.081, -5.912)  -0.202
O (2.183, -2.089, -4.924)  -0.182
O (3.141, 0.130, -4.340)  -0.182
H (3.914, -0.831, -2.703)  0.117
H (3.757, 0.917, -2.501)  0.108
H (1.425, 0.513, -1.758)  0.082
H (1.758, -1.245, -1.886)  0.109
C (-2.724, -3.414, -0.974)  -0.165
C (-2.691, -3.725, 0.472)  -0.180
O (-3.357, -4.966, 0.591)  -0.154
S (-4.547, -5.029, -0.456)  0.596
O (-5.715, -4.466, 0.126)  -0.250
O (-4.657, -6.312, -1.022)  -0.194
O (-3.972, -3.968, -1.479)  -0.158
H (-1.857, -3.658, -1.595)  0.142
H (-2.830, -2.348, -1.195)  0.090
H (-3.111, -2.963, 1.128)  0.102
H (-1.654, -3.802, 0.802)  0.130
C (-6.529, -1.878, 1.192)  -0.174
C (-5.578, -2.435, 2.209)  -0.123
O (-4.337, -1.701, 1.996)  -0.211
S (-4.507, -0.500, 0.956)  0.499
O (-3.904, -0.862, -0.251)  -0.239
O (-4.094, 0.660, 1.603)  -0.226
O (-6.073, -0.583, 0.831)  -0.185
H (-7.603, -1.991, 1.350)  0.148
H (-6.492, -2.508, 0.275)  0.115
H (-5.476, -3.509, 2.090)  0.115
H (-5.879, -2.154, 3.226)  0.139
C (7.543, 1.760, 1.524)  -0.154
C (7.666, 0.260, 1.370)  -0.187
O (7.618, 0.051, -0.028)  -0.171
S (6.531, 1.065, -0.661)  0.602
O (5.282, 0.401, -0.761)  -0.223
O (7.072, 1.656, -1.807)  -0.190
O (6.561, 2.114, 0.545)  -0.180
H (8.491, 2.257, 1.326)  0.137
H (7.156, 1.988, 2.512)  0.135
H (6.833, -0.272, 1.846)  0.132
H (8.588, -0.118, 1.812)  0.139
C (0.050, 3.094, -3.534)  -0.129
C (1.328, 3.672, -4.237)  -0.112
O (2.102, 4.278, -3.198)  -0.180
S (1.398, 4.224, -1.777)  0.534
O (1.265, 5.485, -1.202)  -0.184
O (1.962, 3.177, -1.056)  -0.208
O (-0.049, 3.805, -2.278)  -0.203
H (0.007, 1.999, -3.536)  0.115
H (-0.872, 3.411, -4.045)  0.114
H (1.230, 4.323, -5.093)  0.130
H (1.971, 2.845, -4.550)  0.121
C (-2.450, 2.504, 3.682)  -0.194
C (-3.771, 3.263, 3.435)  -0.166
O (-3.673, 4.515, 4.049)  -0.159
S (-2.235, 4.766, 4.662)  0.548
O (-2.302, 5.035, 6.033)  -0.200
O (-1.575, 5.662, 3.833)  -0.194
O (-1.644, 3.318, 4.451)  -0.161
H (-1.985, 2.286, 2.719)  0.110
H (-2.522, 1.526, 4.148)  0.133
H (-4.609, 2.690, 3.802)  0.131
H (-3.778, 3.446, 2.367)  0.116

LUMO energy	-0.298	eV

---

# 3
A single C6H10O molecule, computed with ωB97M-V/def2-TZVPD.

Last column: Löwdin charge in e.
Atoms and positions in Å:
C (-2.262, 0.015, 0.173)  -0.054
C (-1.150, -0.390, 0.822)  -0.209
C (-0.189, -1.392, 0.244)  -0.177
C (1.295, -1.087, 0.154)  -0.099
C (1.856, 0.094, -0.093)  -0.088
C (1.130, 1.408, -0.269)  -0.246
O (-0.150, 1.460, 0.303)  -0.130
H (-3.018, 0.612, 0.672)  0.065
H (-2.501, -0.397, -0.803)  0.066
H (-1.000, 1.211, -0.201)  0.075
H (-0.954, -0.093, 1.851)  0.124
H (-0.542, -1.665, -0.760)  0.119
H (-0.320, -2.285, 0.866)  0.116
H (1.945, -1.961, 0.226)  0.099
H (2.943, 0.146, -0.205)  0.103
H (1.723, 2.193, 0.221)  0.116
H (1.092, 1.654, -1.336)  0.120

LUMO energy	1.045	eV